[1]
A structure of composition C15H25CuN8P, computed with ωB97M-V/def2-TZVPD.

XYZ file:
```
50
Properties=species:S:1:pos:R:3:nbo_charge:R:1
Cu 0.40581 -0.29797 1.81484 0.821
C -1.58621 -1.12141 -3.81568 -0.408
N -1.53896 -1.61291 -2.45059 -0.330
C -1.68983 -2.91986 -2.08628 -0.080
C -1.56314 -2.94868 -0.72745 -0.087
N -1.32298 -1.68992 -0.25225 -0.483
C -1.28891 -0.89464 -1.30685 0.052
P -1.29288 0.94142 -1.26125 0.731
C -1.72207 1.25077 0.48655 0.089
N -1.15620 0.83782 1.61844 -0.553
C -1.88992 1.36881 2.63973 -0.077
C -2.91366 2.11303 2.13159 -0.062
N -2.80178 2.03402 0.77847 -0.314
C -3.68477 2.67651 -0.18943 -0.407
C 0.45354 1.50836 -1.30453 0.052
N 1.19455 1.79530 -0.24886 -0.482
C 2.31771 2.41256 -0.72384 -0.087
C 2.25638 2.51474 -2.08363 -0.080
N 1.06281 1.96172 -2.44896 -0.331
C 0.58640 1.84436 -3.81509 -0.408
H -2.32078 -1.68757 -4.38280 0.228
H -0.61724 -1.21697 -4.30323 0.210
H -1.89176 -0.08058 -3.80824 0.220
H -1.88292 -3.69524 -2.80998 0.231
H -1.66369 -3.79476 -0.06524 0.213
H -1.63815 1.18400 3.67088 0.224
H -3.69156 2.67686 2.61873 0.234
H -4.44876 3.23271 0.34562 0.228
H -4.16622 1.93187 -0.81812 0.222
H -3.12419 3.36331 -0.81836 0.222
H 3.08782 2.77583 -0.06110 0.213
H 2.93573 2.93467 -2.80780 0.231
H 0.89105 2.71835 -4.38530 0.228
H -0.49749 1.80249 -3.81091 0.220
H 0.98688 0.95404 -4.29751 0.210
N 2.41725 0.15684 2.19961 -0.900
C 3.24480 -0.77376 2.99145 -0.216
C 3.05384 -2.21883 2.53591 -0.420
C 1.73947 -2.84891 2.99157 -0.216
N 0.59785 -2.35106 2.20004 -0.900
H 2.80458 0.26971 1.26790 0.388
H 2.41176 1.08134 2.61478 0.391
H 2.94759 -0.68021 4.03702 0.197
H 4.30386 -0.51045 2.92855 0.191
H 3.87999 -2.81818 2.92035 0.231
H 3.11016 -2.25976 1.44178 0.202
H 1.55846 -2.59549 4.03718 0.197
H 1.81783 -3.93741 2.92854 0.191
H -0.28261 -2.63270 2.61552 0.391
H 0.61056 -2.75413 1.26823 0.388
```

Properties
- highest occupied orbital energy (eV) = -10.33
- gap between HOMO and LUMO (eV) = 8.59
- F_max (eV Å⁻¹) = 0.5
- electronic energy (Eh) = -3006.3217
- M (g mol⁻¹) = 411.9
- net charge = +1

[2]
A structure of composition C41H51CoN4O3P, computed with ωB97M-V/def2-TZVPD.

XYZ file:
```
101
Properties=species:S:1:pos:R:3:mulliken_charge:R:1
Co -0.35687 -0.46995 0.86108 -0.069
C -2.06800 -1.26653 4.63502 -0.964
C -1.12061 -2.11653 5.19483 -0.896
C 0.00039 -2.46620 4.46633 -0.401
C 0.15109 -1.96237 3.18350 0.342
N -0.78379 -1.16798 2.64066 1.361
C -1.86106 -0.81096 3.35112 -0.845
C 1.23850 -2.23548 2.24778 1.468
C 2.40536 -2.92447 2.56651 -0.830
C 3.38121 -3.08852 1.59890 -1.371
C 3.18223 -2.56129 0.32504 -0.848
C 2.02522 -1.85378 0.01448 0.350
C 1.04052 -1.69715 0.98036 0.290
H -2.94839 -0.95851 5.18182 0.527
H -1.25733 -2.50216 6.19694 0.447
H 0.74483 -3.13271 4.87738 0.539
H -2.55759 -0.13919 2.86656 0.606
H 2.56514 -3.31301 3.56607 0.438
H 4.29544 -3.61724 1.83491 0.404
H 3.94819 -2.68058 -0.43186 0.480
H 1.91202 -1.43326 -0.97314 0.030
C -1.31081 -4.83314 -1.15836 -1.713
C -0.88571 -3.84532 -0.06667 1.103
C -1.04392 -4.52363 1.30441 -1.746
P -1.64695 -2.15351 -0.10034 1.531
C -1.97871 -1.70233 -1.84980 1.020
C -0.66413 -1.67166 -2.63329 -1.198
C -3.07478 -2.45012 -2.61899 -1.680
C -3.22746 -2.26352 0.81875 0.530
C -4.16039 -3.40882 0.40958 -1.486
C -3.97962 -0.93036 0.80243 -1.760
H -0.79715 -5.78026 -0.97409 0.509
H -1.03002 -4.50444 -2.15667 0.369
H -2.38076 -5.03835 -1.15152 0.260
H 0.17134 -3.63842 -0.21731 0.021
H -2.01918 -5.00282 1.39443 0.368
H -0.93792 -3.85031 2.14854 0.431
H -0.28689 -5.30411 1.40831 0.474
H -2.34225 -0.68565 -1.75648 -0.482
H -0.32686 -2.67647 -2.89858 0.389
H 0.13732 -1.18851 -2.07978 -0.250
H -0.80160 -1.11058 -3.55946 0.540
H -2.95283 -3.52824 -2.63710 0.221
H -3.05125 -2.10050 -3.65420 0.485
H -4.06568 -2.21929 -2.23186 0.415
H -2.90117 -2.45866 1.84248 0.213
H -4.53448 -3.29131 -0.60424 0.225
H -5.02465 -3.39580 1.07774 0.488
H -3.70232 -4.39088 0.49128 0.290
H -4.42890 -0.73716 -0.17178 0.401
H -3.34784 -0.06859 1.01310 0.214
H -4.78354 -0.96182 1.54264 0.494
O -3.38720 1.51904 -1.06133 -0.701
C -2.19025 1.55498 -1.24418 -0.553
N -1.56285 2.20595 -2.27454 -0.127
C -0.11609 2.20411 -2.17177 2.926
C -0.01096 1.23827 -0.97074 0.233
O 1.02156 0.74522 -0.46142 -0.743
N -1.20125 0.91474 -0.47063 -0.262
C 0.52825 1.68799 -3.46083 -0.935
C 0.06835 2.21760 -4.66560 -0.849
C 0.61005 1.81422 -5.87360 -0.821
C 1.63753 0.87820 -5.89566 -0.599
C 2.11658 0.36258 -4.70266 -1.167
C 1.56757 0.76664 -3.48779 0.777
C 0.43395 3.59027 -1.78620 -0.081
C 1.71673 3.97702 -2.16148 0.214
C 2.18638 5.24814 -1.85802 -0.881
C 1.37940 6.14626 -1.17331 -0.596
C 0.10715 5.75818 -0.77409 -0.870
C -0.36265 4.48643 -1.07755 -0.411
H -2.08396 2.83611 -2.85888 0.366
H -0.72133 2.96157 -4.66779 0.330
H 0.23496 2.23353 -6.79911 0.416
H 2.06490 0.56210 -6.83858 0.411
H 2.92809 -0.35547 -4.70977 0.467
H 1.96403 0.37530 -2.56298 0.520
H 2.34902 3.29073 -2.71171 0.485
H 3.18023 5.54207 -2.17596 0.453
H 1.73813 7.14507 -0.95669 0.431
H -0.52954 6.44995 -0.23593 0.433
H -1.36375 4.20353 -0.77426 0.441
O 0.26690 0.97440 2.12050 -0.724
C 1.30182 1.36852 2.66414 -0.764
C 2.67342 0.80138 2.44247 1.081
C 3.61802 1.97947 2.08407 -1.339
C 2.95118 3.14053 1.30892 0.855
C 2.23908 4.21740 2.14897 -0.788
C 0.94680 3.73943 2.80938 -0.498
N 1.23898 2.45310 3.49369 0.044
H 2.62439 0.07000 1.64226 -0.866
H 3.01496 0.29087 3.34758 0.683
H 4.43153 1.57294 1.48211 0.567
H 4.08326 2.37251 2.99214 0.330
H 2.25390 2.72463 0.57794 -0.738
H 3.72544 3.63994 0.72561 0.443
H 2.02349 5.07954 1.51503 0.339
H 2.92118 4.56516 2.93385 0.302
H 0.15471 3.55733 2.08498 0.175
H 0.58145 4.45800 3.53956 0.420
H 2.08910 2.54695 4.03242 0.438
```

Properties
- highest occupied orbital energy (spin up / spin down) (eV) = -11.29 / -11.29
- gap between HOMO and LUMO (spin up / spin down) (eV) = 8.58 / 8.59
- F_max (eV Å⁻¹) = 0.9
- electronic energy (Eh) = -3761.6896
- M (g mol⁻¹) = 737.8
- net charge = +1

[3]
A cluster of 2 separate species, CHBrF2OS in total, computed with ωB97M-V/def2-TZVPD.

XYZ file:
```
7
Properties=species:S:1:pos:R:3:nbo_charge:R:1
C -0.53719 -0.87460 0.36834 0.523
O -0.01328 1.90076 -1.62286 -0.830
F -1.05107 -1.82013 -0.51927 -0.369
F 0.39016 -1.49717 1.01252 -0.315
S 0.90169 1.01890 -1.04407 1.026
Br 1.71324 1.89940 0.79284 -0.173
H -1.40354 -0.62716 1.01250 0.138
```

Properties
- highest occupied orbital energy (spin up / spin down) (eV) = -9.17 / -9.73
- gap between HOMO and LUMO (spin up / spin down) (eV) = 8.36 / 8.41
- F_max (eV Å⁻¹) = 4.4
- electronic energy (Eh) = -3285.7677
- M (g mol⁻¹) = 179.0
- net charge = 0

In the order shown, the computed energy above the lowest of the compared OMol25 structures with the same formula, charge and spin values come out to 0.0; 8.0; 66.8 kcal/mol.